A | Computed, not measured: the molecule C5H8S, with the ωB97M-V functional and the def2-TZVPD basis.

ORCA input file:
```
! RIJCOSX wB97M-V def2-TZVPD def2/J DEFGRID3
* xyz 0 1
C -1.50 0.35 -0.96
C -0.16 -0.24 -0.51
S 0.76 -1.42 -1.22
C 0.54 0.38 0.68
C 0.22 1.72 1.27
C -0.36 0.41 1.91
H -1.27 1.23 -1.60
H -1.92 -0.43 -1.50
H -2.12 0.72 0.02
H 1.69 0.29 0.80
H -0.31 2.76 0.89
H 0.99 2.20 2.03
H -1.46 0.03 1.71
H -0.09 0.07 2.83
*
```

Computed properties:
SMILES	CC(=S)C1CC1
LUMO level	0.0011	Ha
molar mass	100.2	Da

***

B | Computed, not measured: the molecule C5H8S, with the ωB97M-V functional and the def2-TZVPD basis.

ORCA input file:
```
! RIJCOSX wB97M-V def2-TZVPD def2/J DEFGRID3
* xyz 0 1
C 1.02 1.89 0.03
C 0.69 0.81 -0.52
C -0.20 -0.28 -0.11
C 0.17 -1.66 -0.54
C -1.13 -0.07 1.07
S -2.04 0.12 -0.50
H 1.78 2.57 -0.45
H 0.48 2.11 0.97
H 1.19 0.49 -1.45
H -0.60 -2.33 -0.48
H 0.88 -2.04 0.19
H 0.42 -1.60 -1.61
H -1.43 -0.84 1.66
H -1.22 0.82 1.75
*
```

Computed properties:
SMILES	C=C[C@@]1(C)CS1
LUMO level	0.0320	Ha
molar mass	100.2	Da

***

What should be chosen as the least stable of them? Choose A.

***

A | Computed, not measured: the molecule C5H8S, with the ωB97M-V functional and the def2-TZVPD basis.

ORCA input file:
```
! RIJCOSX wB97M-V def2-TZVPD def2/J DEFGRID3
* xyz 0 1
C -2.92 0.08 -1.27
C -1.89 -0.10 -0.71
C -0.57 -0.24 0.02
C 0.21 -1.52 -0.63
S 0.23 1.35 -0.44
C 1.96 1.10 0.08
H -3.60 -0.01 -2.07
H -0.72 -0.18 1.08
H -0.40 -1.63 -1.59
H 0.26 -2.45 -0.10
H 1.25 -1.23 -0.80
H 1.95 1.41 1.12
H 2.67 1.67 -0.46
H 2.16 0.06 -0.08
*
```

Computed properties:
SMILES	C#C[C@@H](C)SC
LUMO level	0.0356	Ha
molar mass	100.2	Da

***

B | Computed, not measured: a cluster of 2 separate species, C5H8S in total, with the ωB97M-V functional and the def2-TZVPD basis.

ORCA input file:
```
! RIJCOSX wB97M-V def2-TZVPD def2/J DEFGRID3
* xyz 0 1
C -1.97 2.21 0.40
C -1.58 1.04 0.44
C 1.91 1.50 -0.56
C -0.46 -2.75 0.19
C -1.16 -0.23 0.30
S -1.64 -1.61 0.93
H -2.08 3.16 0.24
H 2.14 0.79 0.19
H 0.84 1.64 -0.59
H 2.54 2.41 -0.29
H -0.86 -3.73 0.10
H 0.35 -2.82 0.83
H -0.26 -2.51 -0.80
H 2.23 0.91 -1.37
*
```

Computed properties:
LUMO level	-0.0239	Ha
molar mass	100.2	Da

***

What should be chosen as the least stable of them? Choose B.

***

A | Computed, not measured: the molecule C5H8S, with the ωB97M-V functional and the def2-TZVPD basis.

ORCA input file:
```
! RIJCOSX wB97M-V def2-TZVPD def2/J DEFGRID3
* xyz 0 1
S -1.80 0.06 -0.41
C -0.38 -0.07 0.78
C 0.45 1.14 0.44
C 1.60 0.90 -0.23
C 1.72 -0.57 -0.53
C 0.65 -1.19 0.41
H -2.63 -0.80 0.21
H -0.74 -0.01 1.81
H 0.15 2.12 0.79
H 2.25 1.70 -0.63
H 1.34 -0.69 -1.56
H 2.73 -1.01 -0.52
H 1.14 -1.50 1.35
H 0.20 -2.08 -0.06
*
```

Computed properties:
SMILES	S[C@@H]1C=CCC1
LUMO level	0.0327	Ha
molar mass	100.2	Da

***

B | Computed, not measured: the molecule C5H8S, with the ωB97M-V functional and the def2-TZVPD basis.

ORCA input file:
```
! RIJCOSX wB97M-V def2-TZVPD def2/J DEFGRID3
* xyz 0 1
C -1.45 0.13 0.20
S -0.16 1.33 0.90
C 1.40 0.28 0.31
C 0.77 -0.44 -0.81
C 0.19 -1.78 -1.37
C -0.52 -0.98 -0.22
H -1.97 0.60 -0.71
H -2.25 -0.03 0.95
H 1.79 -0.36 1.05
H 2.08 1.05 0.05
H 0.49 0.24 -1.57
H -0.17 -1.65 -2.36
H 0.46 -2.88 -1.15
H -0.23 -1.47 0.65
*
```

Computed properties:
SMILES	C1SC[C@H]2C[C@H]12
LUMO level	0.0368	Ha
molar mass	100.2	Da

***

What should be chosen as the least stable of them? Choose B.

***

A | Computed, not measured: the molecule C5H8S, with the ωB97M-V functional and the def2-TZVPD basis.

ORCA input file:
```
! RIJCOSX wB97M-V def2-TZVPD def2/J DEFGRID3
* xyz 0 1
C -2.25 -0.10 -0.02
C -0.99 0.14 -0.48
C 0.17 0.00 0.38
C 1.26 1.16 0.08
S 2.55 -0.09 -0.18
C 1.11 -1.16 0.02
H -2.44 -0.34 1.02
H -3.08 -0.07 -0.65
H -0.74 0.37 -1.55
H -0.09 0.04 1.42
H 1.41 1.87 0.95
H 0.99 1.76 -0.76
H 0.84 -1.60 -0.99
H 1.26 -1.97 0.74
*
```

Computed properties:
SMILES	C=CC1CSC1
LUMO level	0.0352	Ha
molar mass	100.2	Da

***

B | Computed, not measured: the molecule C5H8S, with the ωB97M-V functional and the def2-TZVPD basis.

ORCA input file:
```
! RIJCOSX wB97M-V def2-TZVPD def2/J DEFGRID3
* xyz 0 1
S -0.74 0.96 -1.70
C -0.24 0.04 -0.42
C 1.03 -0.72 -0.37
C 1.44 -0.66 1.19
C 0.15 -0.35 1.94
C -0.95 -0.11 0.86
H 0.79 -1.72 -0.59
H 1.71 -0.32 -1.04
H 2.31 -0.01 1.41
H 1.67 -1.67 1.43
H 0.17 0.53 2.51
H -0.14 -1.15 2.59
H -1.61 -1.01 0.65
H -1.59 0.75 0.99
*
```

Computed properties:
SMILES	S=C1CCCC1
LUMO level	0.0026	Ha
molar mass	100.2	Da

***

What should be chosen as the least stable of them? Choose A.